[1]
{
  "formula": "C5H10N2",
  "method": "ωB97M-V/def2-TZVPD",
  "symbols": ["C", "C", "N", "C", "C", "C", "N", "H", "H", "H", "H", "H", "H", "H", "H", "H", "H"],
  "xyz": [[-2.035, -0.202, -0.151], [-1.362, -0.310, -1.496], [-0.080, 0.483, -1.737], [0.003, -0.765, -1.648], [1.831, -1.125, 1.055], [2.078, 0.297, 1.049], [0.916, -0.496, 1.636], [-2.644, 0.706, -0.089], [-1.291, -0.175, 0.651], [-2.693, -1.062, 0.022], [-2.025, -0.364, -2.362], [-0.096, 2.373, -0.203], [0.768, -1.533, -1.670], [2.088, -2.145, 0.805], [2.773, 0.741, 1.760], [1.859, 0.887, 0.163], [-0.136, 2.770, 0.427]],
  "forces_ev_per_a": [[0.0, 0.0, 0.1], [-0.4, -0.1, 0.0], [0.2, -0.5, 0.0], [0.1, 0.3, -0.1], [-0.4, 0.1, 0.3], [0.2, 0.4, -0.1], [0.4, -0.4, -0.2], [0.1, -0.1, 0.0], [-0.2, 0.0, -0.1], [0.1, 0.1, 0.0], [0.1, 0.0, 0.1], [0.0, 0.1, 0.1], [-0.1, 0.1, 0.0], [0.0, 0.0, 0.0], [-0.1, -0.1, -0.1], [0.0, -0.1, 0.1], [0.0, 0.0, -0.1]],
  "mulliken_charge": [-1.03, 0.14, -0.42, -0.19, -0.18, -0.20, -0.37, 0.27, 0.26, 0.32, 0.38, -0.24, 0.29, 0.33, 0.24, 0.17, 0.24],
  "orbital_gap_ha": 0.4004
}

=====

[2]
{
  "formula": "C5H10N2",
  "method": "ωB97M-V/def2-TZVPD",
  "symbols": ["C", "C", "C", "C", "N", "C", "N", "H", "H", "H", "H", "H", "H", "H", "H", "H", "H"],
  "xyz": [[1.901, -0.066, 0.292], [0.594, -0.647, 0.846], [-0.698, -0.350, 0.167], [-1.754, 0.132, 0.833], [-2.833, 0.731, 0.174], [-2.520, 1.350, -0.893], [2.138, -0.415, -1.114], [2.854, -0.176, 0.862], [1.686, 1.065, 0.264], [0.702, -1.685, 0.868], [0.673, -0.215, 1.900], [-0.713, -0.467, -0.919], [-1.741, -0.280, 1.935], [-1.491, 1.328, -1.138], [-3.243, 1.779, -1.531], [2.980, -0.922, -1.104], [1.467, -1.163, -1.443]],
  "forces_ev_per_a": [[-1.1, 2.9, -1.4], [1.3, 1.0, 2.2], [0.8, 0.8, -0.3], [0.9, -1.8, 1.3], [-0.9, -0.1, 0.2], [0.0, -1.0, 1.5], [-1.5, -1.3, -0.5], [-1.2, -0.4, 0.1], [0.6, -1.3, 0.3], [0.4, -2.0, 0.4], [-0.9, -0.9, -1.0], [0.0, 0.2, 0.2], [-0.7, 1.9, -1.8], [1.1, 0.8, -0.8], [-0.9, 0.4, -0.5], [1.5, -0.6, -0.5], [0.7, 1.3, 0.6]],
  "mulliken_charge": [-0.56, -0.65, -0.27, -0.07, -0.50, -0.41, -0.60, 0.35, 0.22, 0.34, 0.33, 0.44, 0.27, 0.36, 0.28, 0.27, 0.21],
  "orbital_gap_ha": 0.3494
}

=====

Q: Which highest occupied orbital energy values were calculated for the entries above? A: -9.92, -8.94, in eV.
Q: Which energy above the lowest of the compared OMol25 structures with the same formula, charge and spin values were calculated for the entries above? A: 5.297, 2.780, in eV.